(1)
{"formula": "C44H75IN5OS2", "method": "the ωB97M-V functional and the def2-TZVPD basis", "elements": ["H", "C", "H", "C", "C", "C", "H", "H", "H", "C", "H", "C", "H", "C", "H", "C", "H", "C", "H", "H", "H", "H", "N", "N", "C", "N", "H", "C", "H", "H", "C", "H", "C", "H", "H", "H", "H", "H", "C", "H", "C", "C", "C", "H", "S", "H", "H", "H", "H", "H", "C", "C", "H", "H", "H", "H", "H", "H", "H", "H", "H", "C", "H", "C", "C", "C", "H", "H", "H", "C", "O", "H", "C", "C", "H", "H", "C", "H", "H", "H", "C", "S", "C", "H", "H", "H", "C", "C", "N", "H", "H", "H", "C", "H", "H", "H", "H", "H", "H", "C", "H", "C", "H", "H", "H", "C", "H", "N", "C", "I", "H", "H", "H", "C", "H", "C", "C", "C", "H", "H", "H", "H", "C", "H", "C", "C", "C", "H"], "xyz": [[0.2339, -0.7480, 2.1548], [1.3635, -1.1403, -0.5362], [-4.4092, 3.2981, -2.0651], [-5.2581, 4.0578, 1.7544], [2.8077, -1.7748, -0.0922], [5.0168, 0.3818, -8.3474], [5.8302, 0.2011, -2.4888], [4.4353, 3.1851, -8.4454], [3.6227, -0.9128, -0.1738], [3.0211, -1.1688, -8.0075], [-9.3731, 5.2915, 5.6215], [-4.9189, 1.3008, 1.3678], [-1.2141, -3.5330, -1.0669], [-7.5748, 3.8571, 4.7766], [1.7629, 1.1353, -0.1744], [6.6662, 1.5501, -0.0803], [-7.5170, 7.0473, 6.9638], [-2.2469, -4.5933, 2.0907], [3.6599, -0.3119, -9.8588], [7.5234, -0.1077, 1.0017], [7.3057, 1.1826, -4.1354], [-0.0497, 0.6305, -0.2835], [-3.1588, -3.6044, 2.7837], [-1.6574, -4.5232, 0.8323], [-5.9236, -2.9384, 4.7729], [-5.6013, 2.2454, 3.8813], [2.0359, -1.4350, -8.4037], [-4.2380, -2.0253, 0.0735], [5.5159, 2.9666, -1.2156], [8.0509, 1.3521, -2.5571], [-1.8997, -3.3605, -0.1050], [5.4043, 1.1457, -9.0315], [7.2127, 1.6977, -3.1716], [-4.8835, -1.4989, -0.7687], [-6.7893, -3.1448, 5.5617], [3.0844, -1.6544, 2.2432], [-3.7753, 4.2818, 5.4448], [3.1876, 1.8587, -6.7067], [5.8795, 1.2951, -2.5354], [-5.2367, -1.3986, 3.2367], [-3.4439, -3.2666, -0.6473], [6.7888, 0.0622, 0.2076], [7.3384, 3.1940, -3.4123], [-1.6127, 3.9067, 0.8782], [-5.2149, -0.1509, 5.4790], [0.4623, -1.9205, -0.4684], [-0.0859, 1.3790, 3.5841], [6.1698, 1.1438, -6.7049], [-6.1851, -3.6290, 3.8385], [-1.2116, -6.0527, -0.6993], [3.6104, -0.0152, -8.8042], [1.5199, -3.2930, 1.8316], [-0.6969, -6.5291, 1.0989], [7.1203, -0.4939, -0.6737], [5.6438, 3.6231, -7.2213], [8.2903, 3.4171, -3.9046], [0.4976, -2.8171, 1.5179], [3.7606, -3.2122, 1.3989], [1.3499, -6.0507, -0.5584], [-5.0310, -2.4144, 0.8738], [-5.5070, 5.0150, 2.3802], [1.6180, -4.9042, 1.3935], [-3.9637, -4.3115, -0.5516], [2.8516, -2.4388, 1.4042], [0.1001, 1.6044, 2.4500], [-5.8875, -1.3903, 4.2333], [0.8278, -4.2248, -0.7082], [1.8711, 0.1789, 2.2818], [-2.3938, 3.6806, 2.5819], [-1.4249, 3.4437, 1.9584], [-1.1448, 2.0092, 1.7787], [-1.5953, -2.3087, 0.3232], [4.2459, 2.1001, -6.5684], [-5.9634, 3.4843, 4.6698], [0.9463, 2.4411, 2.3794], [6.3887, 2.0617, 0.8496], [-5.2687, 2.5399, 2.4356], [3.9704, 4.1816, -7.0635], [-4.7458, -4.3680, 6.1164], [-4.9115, 0.2119, 1.8037], [-4.5942, 1.5630, -0.2443], [-2.8800, 1.6663, 4.5994], [1.0023, 0.3059, 0.1784], [-1.6429, -6.5878, 3.0847], [5.8315, -0.3526, 0.5387], [2.9351, 0.8459, -8.7593], [-4.9306, 4.3226, 0.1369], [-8.1967, 5.1287, 5.6082], [-2.1596, -5.6776, 3.1456], [4.8736, 0.0756, -6.2135], [1.1837, -5.5687, 2.2829], [1.5117, -3.3165, 3.0253], [-4.5576, 1.3920, 4.5670], [5.6819, -0.4842, -8.4569], [-3.9119, -2.6795, 5.9960], [6.5310, 3.5551, -4.0569], [5.0628, 1.6042, -3.2000], [-4.7297, 6.5154, 6.8942], [-7.0054, -1.0888, 3.9849], [5.6126, 1.8770, -1.1424], [3.6616, -2.0540, -8.0698], [5.1215, 0.8897, -6.9047], [-3.5171, -1.2595, 0.6352], [4.6371, 1.5118, -0.7984], [7.6420, 1.9505, -0.3714], [0.7844, -5.1611, 0.0007], [-0.5426, 4.0308, 2.4917], [-2.8454, -5.5111, 4.3546], [0.7798, 0.2245, 1.8003], [-3.3103, -2.7371, -2.8032], [2.7505, -5.1827, 1.2356], [-4.3781, 0.6350, -0.9509], [1.4540, -0.8986, -1.7021], [-0.7487, -5.6528, 0.3249], [7.3107, 3.7572, -2.4747], [-4.6056, 3.0934, -0.9171], [-4.9284, 4.4823, 5.4588], [-4.4809, -3.4948, 5.3477], [4.3720, 2.3317, -5.5035], [2.8938, -0.9073, -6.9527], [-8.3568, 3.1467, 4.2305], [-4.9687, 5.4286, -0.2983], [-5.4771, 5.7878, 6.3307], [3.0924, -2.6191, -0.8780], [-3.5190, -4.1565, 4.1738], [-7.1164, 6.1140, 6.3802], [4.5978, 3.3399, -7.3751], [-2.8988, -6.1596, 5.1936]], "orbital_gap_ev": 6.3, "homo_energy_ev": -9.65, "charge": 1}

(2)
{"formula": "C44H76Cl4F3N9O5S", "method": "the ωB97M-V functional and the def2-TZVPD basis", "elements": ["H", "H", "H", "H", "H", "H", "H", "H", "C", "H", "H", "H", "N", "H", "H", "C", "O", "H", "C", "H", "C", "H", "H", "H", "H", "H", "H", "Cl", "C", "H", "H", "H", "C", "N", "C", "C", "H", "C", "Cl", "H", "C", "H", "H", "C", "H", "C", "H", "C", "H", "H", "H", "N", "H", "N", "H", "C", "H", "H", "H", "C", "N", "C", "H", "H", "C", "H", "H", "O", "H", "H", "C", "H", "H", "H", "O", "O", "N", "H", "C", "C", "H", "H", "H", "Cl", "H", "H", "C", "C", "H", "H", "F", "F", "C", "H", "N", "H", "H", "C", "H", "C", "H", "C", "C", "C", "H", "N", "H", "C", "H", "H", "C", "H", "C", "C", "O", "S", "H", "H", "H", "N", "H", "H", "C", "C", "H", "H", "C", "H", "C", "H", "Cl", "C", "C", "C", "H", "C", "C", "F", "C", "C", "C", "H"], "xyz": [[-9.7807, -5.5283, -0.2388], [1.7045, -3.9531, -2.0220], [1.6419, 8.4500, 7.7633], [-1.3073, 7.6372, 7.1045], [6.2195, -5.2809, 0.6303], [2.3407, -5.3111, -1.6395], [6.1822, 5.8186, -5.8050], [4.0938, -7.1647, 0.7804], [0.6698, -5.4795, -2.9041], [2.6978, -3.7514, -4.2013], [-9.3216, 2.0424, -4.3010], [4.2735, -8.3012, 2.1190], [4.8047, -4.8523, 2.1533], [-1.2678, -5.8993, 0.7393], [3.1092, -3.1513, 4.7563], [4.6002, -7.3367, 1.7302], [0.1384, -6.3302, -0.7222], [5.0111, 1.8353, -6.4865], [-7.7869, -4.0702, 1.9042], [3.2785, -8.2422, -5.2488], [7.2656, -5.2289, 2.5611], [-1.5001, 6.6479, 8.5557], [5.2319, -2.9723, 3.0235], [-2.0697, 6.0841, -5.6204], [5.6366, -7.5048, 1.4372], [-7.0662, 2.6176, -3.4468], [0.3561, 6.3111, 6.2080], [6.6339, 1.8847, 0.1040], [3.0953, -4.4786, -3.4934], [-0.1821, 6.0715, -7.6470], [2.5930, -7.5504, -6.7745], [1.7499, 3.7730, 7.2440], [-8.5563, -5.1663, 1.5567], [1.0588, 6.3715, 8.1827], [-5.3350, 0.3518, 5.6438], [-3.4196, 0.0778, 6.7253], [1.8609, 9.0311, 10.1295], [-4.4020, 0.1652, 7.6983], [6.5916, 4.7640, 0.4412], [0.3532, -5.0789, -3.8672], [-0.0475, 3.3236, 0.3035], [-9.6469, 2.0135, -0.0871], [-3.1832, -3.0090, -9.6175], [3.6106, -5.7462, -4.2501], [-2.3457, 0.0607, 6.8384], [-1.2790, 6.6176, 7.4888], [1.0771, -6.4786, -3.0587], [1.1613, 7.8281, 8.5185], [-1.5560, -7.2423, -0.3746], [6.8858, 3.6355, -6.9470], [-7.3245, -3.7309, 2.8193], [-7.7724, -3.2621, 0.8060], [3.2351, 3.0297, -4.7952], [-2.3538, -0.5962, -7.5505], [-1.3621, -5.8526, -2.0902], [-7.8930, 2.4600, -1.4186], [5.0999, -6.4215, 3.5844], [-4.0014, -1.9240, -7.2123], [7.1544, -6.2197, 3.0014], [4.6879, -3.8880, 3.2551], [-9.1484, 2.1792, -3.3154], [4.5243, 4.7703, -5.1300], [7.2674, -4.5990, 3.4507], [1.5333, 7.3801, 10.6369], [-2.7963, -2.1530, -9.0845], [-0.0441, 4.9126, 7.1260], [-2.5474, -0.0593, -6.7173], [2.6089, -6.2148, -5.1574], [-1.0314, 0.6520, -8.6466], [5.2460, -4.2036, 4.1366], [7.6339, 3.3330, 0.4357], [2.9670, 7.7488, 9.5944], [-2.0772, 6.0175, 7.0518], [3.1331, 6.2842, 8.3215], [0.7138, 0.7787, -0.3985], [-1.5228, 1.1195, 0.5114], [-4.0074, 0.1616, 5.5046], [-4.2286, 0.0942, 8.7619], [-1.6404, -0.2395, -8.6755], [-2.6620, 8.0787, -8.1790], [8.3126, -5.1811, 2.2616], [-8.8433, -5.9822, 2.2036], [2.7361, -4.5713, 4.1341], [8.5646, 3.2363, 1.9531], [1.8289, 3.9633, 8.9153], [2.6349, 6.1134, 6.7660], [-0.7944, -6.7263, 0.2101], [-1.8518, -1.3061, -9.6242], [4.4969, -5.4931, -4.8320], [-6.9833, 2.7275, -0.9017], [-1.0495, 3.7187, 1.0830], [0.2529, 4.2110, -0.6429], [-0.3881, -5.5111, -1.7400], [-5.9770, 0.5013, 4.7883], [5.6741, 4.9461, -5.7792], [0.1937, 8.2892, 8.7166], [4.0668, 5.6595, -4.7221], [2.3240, 5.8102, 7.7658], [6.3444, -3.7382, 1.3867], [-3.0851, 7.5172, -6.9450], [-8.6935, -3.1452, -1.1488], [1.9282, 7.9874, 9.8224], [-1.1279, 6.5875, -7.5717], [3.1497, -7.3485, -5.8594], [-1.0670, 7.7067, -9.4498], [2.0055, -4.8154, -2.4531], [-3.5481, 0.0875, 4.6081], [-2.0538, 6.6629, -6.5321], [-0.4859, -4.5255, -1.2850], [-3.0125, 8.8660, -8.8300], [-9.9716, 1.8509, -2.2173], [2.6767, -3.1349, 3.0173], [6.1269, -4.7854, 1.5968], [-9.0391, -4.9301, 0.2698], [-1.0919, 1.7723, -1.7684], [-0.5210, 1.5620, -0.4137], [3.4462, -6.1121, 3.1000], [3.9130, -6.5106, -3.5343], [-10.9973, 1.5171, -2.2712], [-1.5192, 7.4556, -8.5823], [-7.3765, -2.3334, 0.7790], [-6.6398, 0.6731, 7.3197], [3.2278, -3.6582, 3.7987], [0.0886, 5.9908, 7.2149], [3.3726, 3.9191, 8.0787], [-1.3145, -1.3909, -10.5572], [4.4705, -6.1672, 2.7315], [4.1112, -7.2838, -6.3688], [2.3448, 4.2750, 8.0071], [3.8688, -3.9793, -2.9098], [8.8328, 3.6641, -0.9570], [-9.2446, 2.1590, -1.0787], [-3.1606, -1.6624, -7.8376], [5.9904, 3.7503, -6.3542], [-3.9711, 7.7543, -6.3747], [4.9800, 2.8222, -6.0489], [-5.6347, 0.4284, 7.0095], [1.0151, 3.2544, 1.1117], [-7.9226, 2.5098, -2.7976], [-8.5638, -3.6978, -0.2300], [4.1052, 3.5147, -5.2126], [-0.4196, -7.4148, 0.9675]], "orbital_gap_ev": 6.6, "homo_energy_ev": -7.51}

Number 1: DFT total energy -86079.0492 eV. Number 2: DFT total energy -139577.0948 eV.